1.
DFT (ωB97M-V with the def2-TZVPD basis set) results for an isolated ion of composition C12H21IN6O3P and charge +1 in a non-equilibrium geometry.

ΔE to the lowest compared entry with this formula, charge and spin (kcal per mole): 73.3
Frontier orbital gap (eV): 6.8
SMILES: C#CCCCN(I)C1=[NH+][C@](CCCN)(OC#N)O[C@@H](P(N)O)N1
Net charge: +1
2S+1: 1
Total energy (eV): -45246.640
E_HOMO (hartree): -0.424
F_max (eV/Å): 2.80

Element x y z (Å)
I: 3.653742 1.715240 -2.259607
P: 0.576006 2.794562 0.875815
O: -1.975872 -0.156043 -1.978457
O: 2.143233 2.256222 0.778129
O: -1.172471 1.073774 -0.113911
N: 2.322277 0.234635 -1.696116
N: -3.772820 1.511219 -1.904442
N: 0.620521 4.501723 0.631090
N: 0.186226 -0.542266 -1.259843
N: 0.463305 1.699218 -1.789109
N: -4.546130 0.390870 0.899230
C: -3.062164 -1.574483 0.306384
C: -2.946361 0.710886 -1.977669
C: -1.142444 -0.121769 -0.793067
C: -1.557504 -1.209202 0.261881
C: 2.699928 -2.718070 3.080414
C: 1.057115 0.490731 -1.578109
C: 3.283821 -2.425665 2.080523
C: 2.934084 -1.093104 -1.506797
C: -0.356333 2.095898 -0.618859
C: 2.627165 -1.799384 -0.165222
C: -3.814284 -0.785411 1.419905
C: 3.837342 -1.975923 0.775090
H: -4.541330 -1.486728 1.857296
H: 2.253254 -2.804642 -0.396813
H: 4.019319 -1.042023 -1.615042
H: 4.389563 -1.044362 0.932393
H: -1.286795 -0.818314 1.245070
H: 2.655247 2.612836 1.513069
H: 0.305020 4.753782 -0.301073
H: 1.824878 -1.334429 0.411453
H: -5.520246 0.116544 0.831188
H: -1.014460 2.914936 -0.953524
H: 2.611855 -1.745676 -2.330839
H: -3.135487 -2.623823 0.623048
H: 1.068097 2.479118 -2.025070
H: -4.535235 1.088501 1.636764
H: -0.988883 -2.117532 0.040659
H: 0.139115 -1.236114 -1.999455
H: -3.138367 -0.479421 2.225561
H: 1.873559 -2.962069 3.708953
H: -3.584457 -1.518402 -0.652057
H: 4.510776 -2.779338 0.457848
H: 0.036215 4.953487 1.323306

Cartesian forces (eV/Å) of the 6 atoms listed first:
-0.29 -0.23 0.04
-0.70 0.47 2.67
-0.03 0.42 -0.08
-0.49 0.11 -1.39
0.86 -0.51 -1.03
1.43 0.60 -0.33

=====

2.
DFT (ωB97M-V with the def2-TZVPD basis set) results for one molecule with the formula C12H21N3O in a non-equilibrium geometry.

ΔE to the lowest compared entry with this formula, charge and spin (kcal per mole): 6.0
Frontier orbital gap (eV): 10.0
SMILES: OCCCc1cn(CC2CCCCC2)nn1
2S+1: 1
Total energy (eV): -19302.262
E_HOMO (hartree): -0.339
F_max (eV/Å): 1.29

Element x y z (Å)
O: -4.679896 0.531066 -1.046904
N: 1.053741 0.786472 -1.222970
N: 0.736715 0.085620 -2.302638
N: -0.278545 0.623606 -2.865322
C: 2.115702 0.387896 -0.345088
C: 0.888595 -1.644434 0.513767
C: 1.577976 -0.335395 0.898985
C: 0.193562 1.821179 -1.082773
C: 2.714428 -0.617488 1.881582
C: -1.835791 2.542964 -2.541380
C: 1.486743 -2.631286 2.737568
C: -3.128884 1.723589 -2.514016
C: 2.184818 -1.330758 3.122803
C: -3.456837 1.224934 -1.106474
C: 0.354422 -2.355029 1.753396
C: -0.664920 1.708223 -2.156981
H: 3.009394 -1.537813 3.807685
H: 1.093524 -3.120072 3.630904
H: 3.198883 0.318245 2.170747
H: 0.072066 -1.448651 -0.183833
H: 0.845425 0.318130 1.388179
H: -1.912160 3.391991 -1.859076
H: 2.210007 -3.307430 2.276348
H: 2.682738 1.275625 -0.048102
H: 2.765139 -0.280869 -0.914444
H: -3.959029 2.334109 -2.874387
H: -0.401052 -1.729674 2.235248
H: -3.568195 2.069489 -0.421072
H: 1.476461 -0.679406 3.640088
H: 1.607336 -2.290367 0.004767
H: 3.462957 -1.245593 1.393453
H: 0.257748 2.527044 -0.282094
H: -2.637947 0.587619 -0.739719
H: -0.124109 -3.291742 1.462490
H: -4.646140 -0.200449 -1.673703
H: -1.682910 2.921627 -3.554438
H: -3.011964 0.867028 -3.182596

Cartesian forces (eV/Å) of the 6 atoms listed first:
-0.41 -0.28 -0.08
-0.57 0.66 -0.26
0.92 -0.90 0.01
-0.61 0.16 -0.46
0.20 -0.31 0.59
-0.34 0.23 0.21

=====

3.
DFT (ωB97M-V with the def2-TZVPD basis set) results for a 4-piece molecular cluster, C12H21N3O9S overall in a non-equilibrium geometry.

Frontier orbital gap (eV): 8.8
SMILES: CCC[C@@H](C)C1=C(S)C(=O)OC1=O.C[N+](=O)[O-].C[N+](=O)[O-].C[N+](=O)[O-]
2S+1: 1
Total energy (eV): -46509.462
E_HOMO (hartree): -0.337
F_max (eV/Å): 1.98

Element x y z (Å)
S: -3.275945 1.082612 0.010470
O: -3.903833 3.337621 2.166387
O: 4.847258 -0.244373 -3.427135
O: -4.916131 -0.484868 -2.062217
O: 3.718381 1.580292 -3.348683
O: 2.834119 -1.365083 -1.250106
O: 3.268046 -1.634018 0.835432
O: -0.557041 1.351801 4.355268
O: -2.463312 2.381571 3.660587
O: -6.492222 0.160516 -0.745558
N: 3.923079 0.464693 -3.761829
N: -5.980053 -0.632358 -1.506750
N: 3.597054 -1.550041 -0.326099
C: 2.637640 1.622827 1.031620
C: -0.747053 -0.314016 1.626471
C: -1.401146 1.474047 3.496803
C: 0.523542 0.211327 0.910887
C: 1.239565 1.343081 1.628190
C: -2.583160 1.402856 1.567520
C: 5.040962 -1.672871 -0.657897
C: 2.966964 -0.103699 -4.747112
C: -6.713993 -1.895616 -1.785934
C: -1.555956 0.808245 2.182835
C: -0.353134 -1.336530 2.686522
C: -3.097602 2.492942 2.462805
H: 1.206290 -0.625732 0.801483
H: -1.209434 -1.822205 3.138348
H: -6.900331 -1.931704 -2.854380
H: 0.656566 2.253946 1.557224
H: -6.072749 -2.715747 -1.479090
H: 5.595313 -1.836032 0.258048
H: 2.746387 1.128923 0.074913
H: 5.144361 -2.513237 -1.336568
H: 0.286050 -0.918234 3.451700
H: -4.574148 1.171503 0.323901
H: -1.370734 -0.807725 0.890606
H: 3.394509 1.280962 1.724080
H: 5.338801 -0.750005 -1.145206
H: 2.773290 2.689642 0.919286
H: 2.199819 0.634705 -4.943064
H: 0.225162 0.547984 -0.080125
H: 3.528741 -0.340453 -5.645125
H: 1.345289 1.076058 2.671279
H: -7.639042 -1.885102 -1.223394
H: 2.548701 -1.002077 -4.303727
H: 0.221133 -2.116428 2.197334

Cartesian forces (eV/Å) of the 6 atoms listed first:
0.45 -0.27 -0.40
0.78 -0.84 0.85
0.28 -0.16 -0.03
0.15 0.08 -0.11
-0.04 0.24 0.09
-0.18 0.01 -0.22